# C4H8N2O2

The molecule C4H8N2O2 at a distorted geometry (ωB97M-V with the def2-TZVPD basis set, the Open Molecules 2025 dataset).

The geometry in XYZ format:
```
16
Properties=species:S:1:pos:R:3:forces:R:3
C -1.139 -1.400 0.701 -5.06 -3.44 1.14
C -0.090 0.676 -0.230 -3.30 0.40 1.35
C 1.155 1.081 0.051 1.27 0.51 -0.73
C 2.246 0.187 -0.075 2.89 -4.25 2.74
H -2.224 -1.050 1.124 2.22 -0.99 -0.41
H -1.233 -2.253 -0.035 -1.16 -1.05 2.47
H -0.528 -1.731 1.516 0.97 0.49 0.07
H -1.305 -0.723 -1.197 0.06 0.05 0.39
H -0.888 2.717 -0.181 -0.45 -3.26 0.19
H -2.203 1.240 -0.142 4.88 1.98 0.16
H 1.487 2.091 0.415 -1.07 -1.08 -0.43
H 1.236 -0.957 -1.368 1.55 0.02 1.11
N -0.763 -0.667 -0.345 5.45 6.63 -4.21
N -1.059 1.634 -0.102 -5.18 1.34 -0.73
O 2.093 -0.988 -0.837 -1.30 1.56 -0.80
O 3.215 0.143 0.708 -1.77 1.10 -2.31
```
Positions in Å, forces in eV/Å.

The calculation puts the total energy at -417.0867 hartree. As for the charge: 0. The value obtained for the energy above the lowest of the compared OMol25 structures with the same formula, charge and spin is 4.6044 eV. As for the HOMO-LUMO gap: 9.0 eV.